Record 1
This record from the OMol25 dataset describes a molecular structure, C40H52InN5O3Si2Te at a distorted geometry. The level of theory is wB97M-V/def2-TZVPD.

Geometry as XYZ:
```
104
Properties=species:S:1:pos:R:3:forces:R:3:nbo_charge:R:1
In -0.12282 -0.61482 0.30793 -0.4 0.8 0.5 1.56
C -3.04922 3.54718 -3.08997 -0.1 -0.2 -0.3 -0.25
O -2.53872 4.30308 -2.00727 -0.2 0.3 0.6 -0.55
C -3.48582 4.64228 -1.05507 0.0 -0.1 -0.1 0.32
C -3.97822 5.93968 -1.02027 0.1 -0.1 0.0 -0.25
C -4.91992 6.30868 -0.07777 0.0 0.0 0.0 -0.19
C -5.38282 5.37818 0.83683 -0.1 -0.1 0.0 -0.19
C -4.89692 4.08588 0.81383 0.1 0.0 0.0 -0.21
C -3.93172 3.70638 -0.11387 0.1 0.4 -0.1 0.05
N -3.52712 2.35148 -0.13337 -0.2 -0.4 -0.1 -0.60
C -2.26712 1.83248 -0.18157 0.1 0.4 -0.1 0.70
N -1.24902 2.71918 -0.14837 -0.5 0.5 -0.2 -0.61
C -0.03332 2.61028 0.50453 0.6 0.3 0.3 0.15
C 0.57788 1.44928 0.91923 -0.6 -1.9 -0.3 -0.48
C 1.75098 1.46848 1.64803 0.4 0.3 0.3 -0.28
C 2.35678 2.67248 1.94553 0.0 -0.4 0.1 -0.19
C 1.78858 3.86068 1.50963 -0.2 0.3 -0.1 -0.28
C 0.59688 3.85158 0.80833 -0.1 -0.2 -0.1 0.29
O -0.08722 4.94308 0.38313 -0.1 -0.5 0.0 -0.51
C 0.45898 6.23908 0.56143 0.1 0.3 0.0 -0.25
N -2.06152 0.54488 -0.30587 0.7 -0.8 0.0 -0.70
C -3.21962 -0.30042 -0.28837 -0.1 -0.1 -0.1 -0.12
C -2.86882 -2.31332 -2.19307 -0.1 0.1 0.0 -0.18
C -3.93062 -3.10212 -2.03437 0.0 -0.1 0.0 -0.14
C -4.83302 -2.80632 0.60113 0.0 0.1 -0.3 -0.31
C -4.34532 -1.70312 1.52803 -0.3 0.0 0.3 -0.29
C -3.66192 -0.61492 1.16003 0.1 0.3 0.3 0.32
O -3.13362 0.31358 2.01003 -0.3 -0.2 -0.4 -0.52
C -3.19672 0.09518 3.40573 0.0 0.0 0.3 -0.26
H -2.19502 3.32048 -3.72337 -0.1 0.0 -0.1 0.20
H -3.78792 4.12248 -3.65487 0.1 0.0 0.0 0.19
H -3.51042 2.61498 -2.74787 0.0 0.0 0.0 0.17
H -3.62022 6.64628 -1.75217 0.1 0.1 -0.1 0.24
H -5.31482 7.31098 -0.07107 0.0 0.2 0.0 0.23
H -6.13022 5.65538 1.56313 -0.1 0.0 0.1 0.23
H -5.26272 3.35708 1.52313 0.0 -0.1 0.1 0.22
H -4.23202 1.73698 0.24393 0.1 0.0 -0.1 0.42
H -1.50762 3.69228 -0.29617 0.0 -0.3 0.0 0.46
H 2.17428 0.53278 1.98913 0.1 0.1 0.0 0.20
H 3.26698 2.69758 2.52223 0.1 0.0 0.1 0.23
H 2.27638 4.78928 1.75423 0.0 0.2 0.0 0.24
H -0.33262 6.92758 0.27113 0.1 0.0 0.0 0.21
H 1.32378 6.38708 -0.09197 0.0 0.0 0.1 0.19
H 0.73108 6.41978 1.60393 0.0 0.0 -0.1 0.19
H -2.09612 -2.18212 -2.92887 0.1 -0.1 -0.3 0.23
H -4.39132 -3.87102 -2.62477 -0.1 -0.2 -0.2 0.24
H -5.92392 -2.87152 0.66843 0.2 -0.1 0.0 0.25
H -4.58022 -1.86662 2.56803 0.0 0.1 0.2 0.23
H -2.59582 0.88658 3.85123 -0.1 -0.1 0.0 0.22
H -2.77252 -0.87872 3.67163 -0.1 0.0 -0.1 0.18
H -4.22252 0.16298 3.77473 0.0 0.0 0.0 0.19
C -4.40092 -2.37592 -0.79137 -0.3 0.1 0.1 -0.22
C -4.22362 -4.11582 0.95953 0.2 0.1 -0.1 0.00
C -2.91772 -4.38222 0.83403 -0.4 -0.3 0.0 -0.32
C -1.86192 -3.44432 0.49813 0.1 0.3 -0.1 0.31
N -1.91862 -2.28002 -0.03577 1.3 0.1 0.6 -0.52
C -2.99772 -1.71542 -0.79237 -0.8 0.4 -0.5 0.08
C -0.51312 -3.90742 0.91453 0.4 -0.3 0.2 0.16
C -0.12602 -5.23652 0.73603 0.1 0.2 0.1 -0.21
C 1.12298 -5.63102 1.18003 0.0 0.2 0.1 -0.12
C 1.93918 -4.69192 1.79093 -0.1 0.1 -0.1 -0.22
C 1.48838 -3.38632 1.89073 0.3 -0.3 0.3 0.04
N 0.29488 -3.00062 1.45583 -0.4 0.6 -0.3 -0.48
H -5.14762 -1.64452 -1.12247 0.2 0.1 0.1 0.23
H -4.88492 -4.88872 1.32563 0.1 -0.2 0.1 0.24
H -2.57322 -5.35602 1.14753 0.0 0.0 0.0 0.24
H -4.02692 0.14878 -0.88387 0.1 -0.2 0.1 0.23
H -0.76482 -5.94322 0.23183 -0.1 0.0 0.0 0.24
H 1.45088 -6.65262 1.07143 0.0 -0.1 -0.1 0.25
H 2.91298 -4.95972 2.16163 0.1 0.0 0.1 0.25
H 2.09618 -2.62932 2.36933 0.1 0.1 0.0 0.22
C 4.50788 -1.15432 -3.59787 -0.6 0.4 0.1 -1.11
Si 3.13628 0.14018 -3.34377 0.0 0.0 0.2 1.60
C 1.41178 -0.56752 -3.76967 0.6 0.3 0.1 -1.10
C 3.56088 1.79318 -4.16877 -0.3 -0.7 0.2 -1.10
C 2.96938 0.44688 -1.45207 0.0 -0.2 -0.9 -1.11
Te 2.71248 -1.44342 -0.48797 0.2 0.5 -0.1 0.65
C 4.32598 -1.10152 0.92663 0.0 -0.6 0.4 -1.08
Si 5.38088 -2.62292 1.51803 0.2 0.0 -0.2 1.59
C 5.13578 -4.00952 0.24033 0.0 0.4 0.6 -1.11
C 4.86098 -3.09932 3.29593 0.1 0.1 -0.7 -1.11
C 7.18658 -2.03572 1.53693 -0.7 -0.2 0.0 -1.10
H 4.65278 -1.35972 -4.65317 0.0 0.0 -0.2 0.26
H 4.28228 -2.09902 -3.10487 -0.1 -0.1 0.0 0.24
H 5.45848 -0.80102 -3.20857 0.2 0.2 0.1 0.24
H 1.30378 -0.75932 -4.83157 0.0 -0.1 -0.2 0.26
H 0.62018 0.12288 -3.47937 0.0 0.2 0.0 0.23
H 1.24108 -1.51202 -3.24807 0.1 -0.1 0.0 0.22
H 3.58278 1.69158 -5.24797 0.0 0.0 -0.3 0.26
H 4.54338 2.13558 -3.85767 0.2 0.0 0.1 0.25
H 2.84808 2.57378 -3.92247 -0.2 0.1 0.1 0.24
H 2.10218 1.06998 -1.23427 0.0 0.0 0.1 0.24
H 3.84928 0.92018 -1.02787 0.1 0.0 0.2 0.25
H 3.96118 -0.54732 1.78583 -0.1 0.1 0.0 0.24
H 4.98888 -0.43402 0.37743 -0.1 0.0 -0.2 0.25
H 4.09178 -4.13952 -0.04037 -0.1 -0.1 0.0 0.22
H 5.50188 -4.95752 0.61843 0.1 -0.2 0.1 0.25
H 5.69498 -3.78982 -0.66397 0.1 0.1 -0.2 0.25
H 4.16538 -2.39582 3.74383 -0.1 0.2 0.0 0.23
H 5.74318 -3.11782 3.92843 0.2 0.0 0.1 0.26
H 4.42258 -4.08872 3.36443 -0.1 -0.2 0.0 0.23
H 7.55478 -1.76592 0.55143 0.0 0.0 -0.2 0.25
H 7.82878 -2.82402 1.91813 0.1 -0.2 0.1 0.26
H 7.31978 -1.17392 2.18483 0.0 0.1 0.1 0.25
```
Positions in Å, forces in eV/Å.

HOMO = -12.55 eV
orbital gap = 6.54 eV
net charge = +2

***

Record 2
This record from the OMol25 dataset describes a molecular structure, C40H53BMoN3O2P2S2. The level of theory is wB97M-V/def2-TZVPD.

Geometry as XYZ:
```
104
Properties=species:S:1:pos:R:3:forces:R:3:mulliken_charge:R:1
Mo -0.12699 0.34948 -0.39314 0.0 0.4 0.4 -3.11
C -3.94691 -0.42695 2.98561 0.1 0.0 0.0 -1.73
C -2.78014 -0.72785 2.03304 0.0 0.0 0.0 2.08
C -1.50526 -0.81321 2.88635 0.0 0.0 0.0 -1.86
C -3.02759 -2.10252 1.40660 0.0 0.0 0.0 -1.86
P -2.46111 0.58239 0.69730 0.0 0.0 -0.1 1.69
C -2.45800 2.14704 1.69477 0.1 0.1 -0.1 -1.67
N -1.07594 2.31063 2.06274 -0.1 0.0 0.0 0.28
B -0.03122 1.48504 1.54820 0.1 0.1 -0.2 3.41
N 1.10886 1.77832 2.34798 0.1 0.0 -0.1 0.57
C 2.39442 1.16566 2.16346 -0.1 0.1 0.0 -1.98
P 2.33602 0.36567 0.49046 0.0 0.0 0.0 2.15
C 3.34996 1.56886 -0.54093 0.0 0.0 0.0 2.01
C 4.78568 1.76331 -0.04224 0.0 0.0 0.0 -1.74
C 3.41861 1.14014 -2.01063 0.0 0.0 0.0 -1.34
C 2.60801 2.91052 -0.44709 0.1 0.0 0.0 -2.60
C 3.26984 -1.22676 0.82066 0.0 0.0 0.0 1.61
C 2.37820 -2.09320 1.72888 0.1 0.0 0.0 -1.55
C 3.57119 -1.96178 -0.49070 0.0 0.0 0.0 -1.82
C 4.59087 -1.00351 1.57061 0.0 0.0 0.0 -1.72
C 0.76696 2.71995 3.31381 0.0 0.0 0.0 0.37
C 1.52112 3.30806 4.31727 0.0 0.0 0.0 -1.07
C 0.89024 4.22905 5.14251 0.0 0.0 0.0 -0.81
C -0.45687 4.55278 4.97207 0.0 0.0 0.0 -0.80
C -1.21509 3.96998 3.96574 0.0 0.0 0.0 -0.98
C -0.58899 3.05126 3.13794 0.0 0.0 0.0 0.19
C -3.91492 0.85004 -0.47614 0.1 -0.1 -0.1 2.36
C -3.65554 2.14642 -1.25475 -0.1 0.1 0.1 -2.31
C -5.24236 0.99292 0.27052 0.0 0.0 0.0 -1.87
C -4.01792 -0.26897 -1.51402 0.1 0.0 0.0 -1.89
H -3.90899 -1.17329 3.78289 0.0 0.0 0.0 0.52
H -4.91505 -0.52032 2.50951 -0.1 0.0 -0.1 0.37
H -3.88793 0.54622 3.46985 0.0 0.0 0.0 0.28
H -1.65495 -1.58924 3.64076 0.0 0.0 0.0 0.82
H -1.28536 0.12057 3.40881 0.0 -0.1 0.0 0.15
H -0.63494 -1.09341 2.28952 0.0 0.0 0.0 0.26
H -3.11261 -2.82971 2.21847 0.0 0.0 0.0 0.53
H -2.21334 -2.41907 0.76050 0.0 0.0 0.0 0.02
H -3.95648 -2.13569 0.84010 -0.1 0.0 0.0 0.31
H -3.08205 2.04621 2.58123 -0.1 0.0 0.0 0.65
H -2.84618 2.98681 1.11432 0.1 0.0 0.0 0.54
H 2.59537 0.41626 2.93029 0.0 0.0 0.0 0.61
H 3.20035 1.89999 2.20078 0.0 0.0 0.0 0.59
H 5.43106 0.93878 -0.34014 0.0 0.0 0.0 0.36
H 4.86378 1.89471 1.03707 0.0 0.0 0.0 0.27
H 5.18231 2.66738 -0.51071 0.0 0.0 0.0 0.52
H 3.88968 0.16654 -2.13943 0.0 0.1 0.0 0.22
H 4.02260 1.87270 -2.55201 0.0 0.0 0.0 0.51
H 2.43815 1.10829 -2.47554 -0.1 0.0 0.0 0.02
H 2.66809 3.35424 0.54788 0.0 0.0 0.0 0.18
H 1.55627 2.81268 -0.71439 0.0 0.0 0.0 0.49
H 3.05621 3.61037 -1.15656 0.0 0.0 0.0 0.75
H 1.38156 -2.24642 1.33211 -0.1 0.0 0.0 0.02
H 2.28936 -1.67496 2.73441 0.0 0.0 0.0 0.30
H 2.84615 -3.07512 1.83055 0.0 0.0 0.0 0.67
H 2.69802 -2.06600 -1.13356 0.0 0.0 0.0 0.20
H 3.93300 -2.96537 -0.25496 0.0 0.0 0.0 0.54
H 4.35869 -1.45880 -1.05325 0.0 0.0 0.0 0.38
H 4.47842 -0.38831 2.46373 0.0 0.0 0.0 0.25
H 5.36103 -0.56664 0.94293 0.0 0.0 0.0 0.35
H 4.95438 -1.98057 1.89831 0.0 0.0 0.0 0.57
H 2.56456 3.05532 4.46040 0.0 0.0 0.0 0.51
H 1.45278 4.70215 5.93587 0.0 0.0 0.0 0.43
H -0.91855 5.27086 5.63637 0.0 0.0 0.0 0.43
H -2.25866 4.22764 3.83340 0.0 0.0 0.0 0.50
H -3.77568 3.04599 -0.64784 0.0 -0.1 0.0 0.35
H -4.39045 2.20365 -2.06053 0.0 0.0 0.0 0.73
H -2.67579 2.15068 -1.71463 0.2 0.0 -0.1 0.27
H -5.18354 1.68019 1.11738 0.0 0.0 0.0 0.27
H -5.61930 0.03530 0.61631 0.0 -0.1 0.1 0.35
H -5.97985 1.39492 -0.42872 0.0 0.0 0.0 0.52
H -3.10497 -0.34392 -2.10773 0.0 0.0 0.0 0.06
H -4.84372 -0.03291 -2.18976 0.0 0.0 0.0 0.63
H -4.22225 -1.24257 -1.07715 0.0 -0.1 0.1 0.28
O -0.63993 7.81318 -2.48001 0.0 0.0 0.0 -0.47
C 0.11454 6.99309 -3.23938 0.0 0.0 0.0 0.50
O 0.87674 7.43866 -4.04400 0.0 0.0 0.0 -0.52
C -0.04388 5.51453 -3.01668 0.0 0.0 0.0 0.44
C 0.30813 4.67103 -4.06448 0.0 0.0 0.0 -0.92
C 0.21772 3.29762 -3.92016 0.0 0.0 0.0 -1.09
C -0.21117 2.75431 -2.71115 0.0 0.1 0.1 1.45
S -0.25171 0.98288 -2.58209 -0.1 0.0 0.0 -0.48
C -0.55512 3.59589 -1.65627 -0.1 0.1 -0.1 -0.50
C -0.47376 4.97076 -1.81225 0.0 -0.1 0.1 -0.96
H -1.30249 7.31986 -1.98456 0.0 0.0 0.0 0.30
H 0.66004 5.11054 -4.98821 0.0 0.0 0.0 0.46
H 0.48964 2.64238 -4.73796 0.0 0.0 0.0 0.57
H -0.88634 3.18745 -0.70669 0.0 0.0 0.0 0.42
H -0.71345 5.60428 -0.96567 0.0 0.0 0.0 0.44
N -8.07383 -5.34687 -4.81545 0.1 0.0 0.0 -0.45
C -7.08760 -4.97002 -4.36230 0.0 0.0 0.0 -0.06
C -5.85240 -4.49846 -3.78987 -0.1 0.0 0.0 0.58
C -5.07582 -3.57417 -4.48491 0.0 0.0 0.0 -0.80
C -3.89943 -3.10969 -3.92863 0.0 0.0 0.0 -0.24
C -3.48970 -3.56338 -2.67233 0.0 0.1 0.0 0.46
C -4.26561 -4.50139 -1.98826 0.0 0.0 0.0 -0.30
C -5.44364 -4.96535 -2.54280 0.0 0.0 0.0 -0.68
C -2.30648 -3.02354 -2.07154 -0.1 -0.2 -0.1 -0.19
C -1.35487 -2.51986 -1.53065 0.0 0.1 0.1 -0.35
H -5.40030 -3.22547 -5.45591 0.0 0.0 0.0 0.46
H -3.28959 -2.38868 -4.45715 0.0 0.0 0.0 0.54
H -3.93697 -4.86130 -1.02225 0.0 0.0 0.0 0.53
H -6.05094 -5.68991 -2.01798 0.0 0.0 0.0 0.47
S 0.00241 -1.85385 -0.76196 0.1 -0.4 -0.2 -0.16
```
Positions in Å, forces in eV/Å.

HOMO = -10.84 eV
orbital gap = 6.89 eV
net charge = +1

***

Number 1: DFT total energy -84123.916 eV. Number 2: DFT total energy -93682.326 eV.